C76H117N9O27 | wB97M-V/def2-TZVPD

Output
LUMO level	0.51	eV
HOMO energy	-7.90	eV

Last column: Mulliken charge in e.
Element x y z (Å)
N  -4.1109  -0.2238  -1.1773  1.644
C  -4.1347  1.0000  -0.5546  -0.095
C  -5.4265  1.5117  -0.4412  -0.159
C  -6.2302  0.5078  -1.0659  -1.400
C  -5.4255  -0.5367  -1.4860  -0.652
H  -3.2803  -0.7400  -1.3958  -0.396
H  -3.2220  1.3988  -0.1291  -0.209
H  -5.5796  2.4342  0.1080  0.519
H  -7.3093  0.5226  -1.1473  0.443
H  -5.6784  -1.3862  -2.1282  0.434
N  1.5374  -6.1748  1.4296  0.721
C  0.2754  -6.5301  1.7901  -0.412
C  0.1541  -6.5687  3.1775  -0.934
C  1.4219  -6.0994  3.6487  -0.623
C  2.2049  -5.9650  2.5304  -0.604
H  1.9821  -6.3283  0.5457  0.023
H  -0.4379  -6.7181  0.9748  0.508
H  -0.6663  -7.0319  3.7128  0.512
H  1.6466  -5.8434  4.6674  0.547
H  3.1665  -5.4357  2.5204  0.431
N  2.3420  3.1682  -4.7841  0.119
C  3.0912  3.2882  -3.6233  -1.522
C  2.1604  3.2540  -2.5792  0.219
C  0.8898  3.1693  -3.1955  0.099
C  1.0414  3.0377  -4.5197  -1.115
H  2.7312  3.2026  -5.6852  0.239
H  4.1483  3.5455  -3.6439  0.420
H  2.3466  3.3612  -1.5185  0.820
H  -0.0381  2.8740  -2.6580  0.106
H  0.2205  3.0015  -5.2357  0.617
N  2.2815  3.8021  6.2884  0.014
C  1.0970  3.3905  6.8355  -1.550
C  0.1985  3.5385  5.8148  -0.779
C  0.8632  3.9918  4.6561  0.296
C  2.1786  4.1492  4.9867  -1.033
H  3.1454  3.6183  6.7663  0.293
H  0.9825  3.0403  7.8712  0.541
H  -0.8533  3.3133  5.8029  1.137
H  0.6544  4.2107  3.6062  0.457
H  2.9881  4.5223  4.3786  0.518
N  1.2116  7.2450  2.8424  0.187
C  0.2046  6.9004  1.9929  -0.499
C  0.1770  7.7435  0.8958  -0.552
C  1.2870  8.6065  1.0849  -0.691
C  1.9316  8.2384  2.2737  -0.749
H  1.4611  6.8432  3.7362  0.239
H  -0.6004  6.1875  2.2216  0.696
H  -0.6316  7.7267  0.1497  0.472
H  1.5842  9.3843  0.4478  0.480
H  2.8672  8.5744  2.6868  0.417
C  -0.8469  2.2259  -9.6686  -0.967
C  0.1292  2.6933  -8.6058  -0.610
O  0.1547  1.6698  -7.5685  -0.011
C  1.3714  1.1458  -7.2506  0.231
O  2.4216  1.5530  -7.6659  -0.667
O  1.1441  0.1969  -6.3917  0.228
C  2.3038  -0.3987  -5.7816  -1.197
H  -0.6085  2.7420  -10.6463  0.336
H  -1.9303  2.4852  -9.5558  0.271
H  -0.7287  1.1155  -9.8223  0.197
H  -0.0774  3.6675  -8.1787  0.362
H  1.1056  2.8038  -9.0222  0.490
H  2.9245  -0.9545  -6.4444  0.467
H  1.8975  -0.8794  -4.8610  0.096
H  2.9674  0.4062  -5.5281  0.611
C  6.3478  -3.8993  -0.8264  -0.789
C  6.8279  -2.8539  -1.7527  -0.294
O  5.7726  -2.6113  -2.6765  -0.308
C  4.8123  -1.6800  -2.6285  0.595
O  3.9847  -1.6146  -3.5142  -0.229
O  4.8731  -0.7995  -1.5877  -0.376
C  3.7778  0.1472  -1.5789  0.493
H  5.4298  -3.5738  -0.3026  -0.023
H  7.0974  -3.9608  -0.0493  0.454
H  6.2920  -4.8485  -1.3107  0.308
H  7.7200  -3.1451  -2.2879  0.337
H  7.0521  -1.9237  -1.1390  0.251
H  3.1707  0.1045  -2.4176  -0.096
H  4.1649  1.1585  -1.3584  0.128
H  3.1036  -0.1580  -0.7615  -0.318
C  -6.3234  5.3399  3.2227  -1.501
C  -4.8313  5.2931  2.9208  0.398
O  -4.6159  4.7557  1.6419  -0.408
C  -3.3497  4.4850  1.2951  0.624
O  -2.4119  4.5637  2.0684  -0.102
O  -3.2373  4.2279  -0.0065  -0.410
C  -1.9151  4.2082  -0.5183  0.146
H  -6.7285  4.3018  3.2932  0.280
H  -6.8685  5.7103  2.3656  0.442
H  -6.5381  5.9124  4.1158  0.399
H  -4.3123  4.6090  3.6116  -0.239
H  -4.2897  6.2156  2.8542  0.431
H  -1.8653  3.7280  -1.4889  0.110
H  -1.3643  3.6431  0.1883  -0.398
H  -1.4799  5.1962  -0.5650  0.403
C  -2.6266  5.7051  6.3886  -0.836
C  -3.4258  4.5500  7.0055  -0.644
O  -3.4195  3.4563  6.1366  0.145
C  -3.6992  2.2984  6.7760  0.454
O  -3.8303  2.2518  7.9882  -0.645
O  -3.8927  1.3050  5.9479  0.092
C  -4.3372  0.0369  6.4712  -0.574
H  -2.7458  6.5534  7.0751  0.454
H  -3.1815  6.0309  5.5252  0.143
H  -1.5526  5.4002  6.2212  0.133
H  -4.4474  4.8123  7.2769  0.441
H  -2.9363  4.2281  7.9208  0.373
H  -4.3767  -0.6139  5.6588  0.089
H  -5.3669  0.2097  6.9405  0.268
H  -3.6749  -0.4058  7.2346  0.284
C  -1.0149  -3.3213  5.3687  -0.982
C  -1.8662  -3.5193  4.0510  0.317
O  -3.0467  -2.7848  4.1001  -0.332
C  -3.1575  -1.8424  3.1439  0.015
O  -2.4182  -1.6142  2.2294  0.194
O  -4.3823  -1.2263  3.3176  -0.401
C  -4.6647  -0.2289  2.3825  -0.151
H  -0.3825  -2.4302  5.4305  0.015
H  -0.2305  -4.0679  5.3896  0.292
H  -1.6508  -3.3938  6.2474  0.499
H  -2.0834  -4.6132  3.9945  0.149
H  -1.3205  -3.1418  3.1818  -0.121
H  -4.3512  -0.6278  1.4020  0.058
H  -4.1330  0.6652  2.6645  -0.070
H  -5.7477  0.0103  2.4773  0.410
C  -2.7469  -2.3460  -4.7633  0.713
C  -2.9033  -3.7270  -4.2041  -0.974
O  -1.8929  -3.9871  -3.1596  -0.237
C  -2.3621  -3.6172  -1.9452  0.530
O  -3.3827  -3.0677  -1.6797  -0.656
O  -1.4083  -3.9434  -1.0252  -0.269
C  -1.7893  -3.7456  0.3386  -0.163
H  -3.5776  -2.1131  -5.3744  0.522
H  -1.7946  -2.3008  -5.3138  -0.516
H  -2.7296  -1.7207  -3.9058  -0.285
H  -2.7713  -4.4737  -4.9710  0.466
H  -3.8895  -3.9164  -3.7840  0.385
H  -2.2882  -2.8324  0.5592  0.073
H  -0.8545  -3.7130  0.8716  -0.081
H  -2.4430  -4.5661  0.5855  0.487
C  -0.9432  -2.0522  -7.9244  -0.373
C  0.2322  -2.9700  -8.1658  -0.716
O  1.0504  -3.0619  -6.9994  -0.007
C  2.3309  -3.4664  -7.1301  0.369
O  2.9645  -3.5220  -8.1492  -0.629
O  2.7526  -3.5612  -5.8822  0.164
C  4.1599  -3.8234  -5.7887  -0.746
H  -1.3143  -1.7732  -8.9063  0.488
H  -0.6801  -1.1346  -7.3354  -0.225
H  -1.7076  -2.5446  -7.3201  0.248
H  0.7050  -2.6315  -9.0838  0.387
H  -0.1133  -3.9458  -8.4370  0.407
H  4.5130  -4.6310  -6.5245  0.366
H  4.4627  -4.1103  -4.7975  0.130
H  4.6254  -2.8551  -5.9294  0.267
C  2.3771  -4.2653  -2.0491  0.720
C  1.6686  -5.4927  -2.5492  -0.487
O  2.6356  -6.4976  -2.9367  -0.367
C  2.9173  -7.4387  -2.0907  0.795
O  2.4293  -7.5102  -0.9982  -0.717
O  3.8582  -8.2542  -2.5275  -0.368
C  4.1427  -9.3240  -1.6101  -0.687
H  2.9897  -3.7670  -2.7896  -0.527
H  2.9214  -4.5408  -1.1222  0.203
H  1.6360  -3.4887  -1.7674  -0.245
H  1.1543  -5.3449  -3.4705  0.323
H  0.9734  -5.9201  -1.8188  0.399
H  3.2146  -9.8949  -1.3493  0.289
H  4.5620  -8.9477  -0.6985  0.293
H  4.8234  -9.9871  -2.1075  0.251
C  -0.2626  -0.2467  -2.1377  0.465
C  0.2785  0.0952  -0.7652  0.962
O  -0.7889  0.5397  0.0785  0.445
C  -0.5306  0.5418  1.3884  -1.580
O  0.3750  -0.0558  1.9293  0.363
O  -1.4430  1.3637  1.9649  0.937
C  -1.4217  1.4181  3.4130  0.873
H  0.4386  -0.5835  -2.8670  -0.135
H  -0.7598  0.6740  -2.5264  -0.379
H  -1.0111  -1.0988  -2.0533  -0.702
H  1.0874  0.8778  -0.7477  -0.431
H  0.7828  -0.6803  -0.2195  0.023
H  -1.8153  2.3933  3.7157  -0.042
H  -0.3836  1.3160  3.7974  -0.074
H  -2.0275  0.5654  3.7476  -0.866
N  0.4856  0.6187  8.8596  -0.597
C  1.6991  0.1883  8.3747  -0.546
C  1.8132  -0.2006  7.0044  -1.070
C  0.7551  -0.1912  6.1224  -0.618
C  -0.4987  0.1527  6.6935  0.407
C  -0.5723  0.6274  8.0007  -0.507
H  2.5822  0.3405  8.9903  0.355
H  2.7874  -0.4475  6.6496  0.476
H  0.8388  -0.4433  5.1001  1.331
H  -1.4089  0.0155  6.1294  -0.033
H  -1.4805  0.9382  8.3977  0.615
N  -2.7486  1.5262  -4.2067  -0.054
C  -2.1176  1.1537  -5.3584  -0.223
C  -2.8022  0.5562  -6.4031  -0.075
C  -4.1657  0.3255  -6.2408  -0.835
C  -4.8162  0.7584  -5.1269  -0.710
C  -4.0332  1.3473  -4.1259  -0.303
H  -1.0734  1.2892  -5.3835  0.484
H  -2.3132  0.4128  -7.4096  0.391
H  -4.7263  -0.2203  -7.0157  0.364
H  -5.8871  0.6079  -5.1116  0.443
H  -4.4990  1.7494  -3.2146  0.466
N  3.9971  -1.3414  1.8176  -0.111
C  4.8547  -1.3787  2.8836  -0.726
C  4.5325  -1.8845  4.1309  -0.901
C  3.2503  -2.3917  4.2964  -0.223
C  2.4075  -2.4477  3.2749  -0.174
C  2.8417  -1.9364  2.0745  -0.384
H  5.8144  -0.9025  2.7374  0.462
H  5.3374  -1.8500  4.8824  0.397
H  2.9536  -2.7053  5.2938  0.685
H  1.3522  -2.8353  3.2795  -0.036
H  2.0958  -1.9502  1.3270  0.820
N  4.2223  3.8521  1.7995  -0.600
C  3.9982  2.5249  1.8786  -1.426
C  2.7475  1.8984  1.6992  0.476
C  1.6862  2.6967  1.4948  1.768
C  1.8720  4.0347  1.2442  -0.292
C  3.1515  4.5399  1.4862  -0.591
H  4.8497  1.9592  2.1179  0.587
H  2.7289  0.8306  1.9040  -0.478
H  0.7231  2.2041  1.4262  0.305
H  1.0015  4.6468  0.9858  0.123
H  3.3279  5.6308  1.3128  0.297

Forces on the atoms, in the same order (eV/Å):
N -1.60 1.22 0.38
C 0.41 0.47 0.42
C 1.89 -1.45 -0.39
C -0.40 -0.07 0.26
C 0.16 0.16 -0.60
H -0.06 -0.23 -0.02
H -0.06 -0.01 -0.19
H -0.58 -0.20 -0.35
H 0.12 -0.04 -0.14
H 0.18 0.31 0.60
N -1.41 -0.36 -0.73
C -1.59 -0.94 -0.78
C 0.57 0.24 -1.35
C -0.82 -0.65 -0.18
C 3.01 2.32 3.03
H -0.25 -0.05 -0.63
H 0.29 -0.26 0.73
H 0.00 0.55 0.01
H 0.38 -0.17 0.09
H -0.23 -0.68 -0.16
N 1.68 0.10 0.35
C -1.24 0.32 0.50
C 0.95 0.45 -0.77
C -1.49 -1.62 2.83
C -1.49 0.58 -0.91
H 0.48 -0.03 -1.14
H -0.37 -0.36 -0.06
H 0.12 -0.05 -0.15
H 0.67 0.79 -0.50
H 0.73 -0.19 -0.13
N 1.59 -0.47 1.68
C -0.20 0.26 -0.51
C -1.49 -0.41 -0.54
C 1.01 0.61 -1.12
C -0.27 0.02 0.08
H 0.19 0.31 -0.05
H 0.22 0.27 -0.79
H -0.12 -0.12 0.39
H -1.08 -0.24 0.62
H 0.19 -0.23 0.20
N 0.24 -0.44 -0.16
C -2.10 -0.46 0.00
C 0.19 -0.37 0.95
C 0.40 -0.79 1.04
C -0.40 1.00 -1.44
H -0.36 -0.30 -0.33
H 0.77 0.19 0.26
H 0.80 0.15 0.35
H 0.47 0.83 -0.70
H -0.11 0.15 0.12
C -0.54 0.17 -1.66
C -0.45 -0.70 0.11
O 0.46 0.40 -0.25
C -1.14 1.26 -0.55
O 0.47 -0.12 0.04
O 0.08 -0.99 0.21
C -0.56 0.89 1.49
H 0.04 -0.65 0.92
H 0.91 -0.41 0.59
H -0.18 1.16 0.11
H -0.52 0.00 0.38
H 0.75 -0.30 -0.29
H -0.25 -1.12 -0.63
H 0.77 -0.04 -1.09
H 0.21 0.55 0.69
C 0.22 0.26 1.44
C -0.47 2.20 1.54
O -0.46 0.50 -1.10
C 0.07 0.94 -0.07
O 0.53 -0.40 0.62
O 0.00 -0.96 -1.19
C 0.43 0.18 2.76
H 0.21 -0.36 -0.52
H 0.28 -0.36 0.40
H -0.49 -0.71 -0.23
H 0.00 0.01 -0.45
H -0.22 -0.87 -0.99
H -0.51 0.10 -2.00
H -0.07 -0.65 -0.29
H 0.52 0.18 0.09
C 0.15 -1.17 -0.82
C 0.45 -0.99 1.05
O -0.14 -1.35 -2.47
C 0.76 0.86 0.77
O -0.50 -0.18 -0.38
O -1.46 0.27 -0.06
C 0.38 -0.22 0.22
H 0.49 0.64 0.43
H -0.08 0.68 -0.14
H -0.05 0.03 0.11
H -0.16 0.56 0.22
H -0.13 0.97 0.83
H -0.56 0.00 -0.07
H 1.05 -0.66 0.45
H -0.09 0.43 -0.06
C -0.42 -0.55 0.70
C 1.30 1.33 1.08
O -0.27 -2.00 -1.09
C -0.64 0.98 1.98
O 0.14 -0.66 -0.98
O 0.55 -0.45 -1.02
C -1.26 1.28 2.42
H 0.56 -0.20 0.06
H 0.40 0.04 -0.91
H -1.32 0.65 -0.01
H -0.12 0.14 -0.19
H -0.02 0.19 0.18
H -0.26 -0.88 -1.42
H 1.42 -0.46 -0.65
H -0.08 0.61 -0.21
C -0.05 0.05 -1.12
C 2.42 -0.87 1.28
O -1.12 1.36 -0.39
C -2.68 0.21 0.39
O 0.40 0.25 0.40
O 1.88 -1.93 1.39
C -0.79 0.37 -0.94
H -0.77 0.42 -0.27
H -0.19 -0.75 0.08
H 0.05 -0.06 0.07
H -0.08 0.95 -0.31
H 0.24 -0.68 0.14
H -0.56 0.79 0.22
H 0.40 0.45 -0.29
H 0.75 -0.46 -0.37
C 1.26 -1.17 0.41
C 0.04 -0.67 0.12
O -1.42 0.35 0.21
C 2.65 -0.83 0.37
O -1.04 0.38 -0.09
O -0.63 0.43 -1.32
C 0.29 -0.37 -0.37
H -0.73 0.36 -0.74
H -0.44 0.32 0.26
H 0.04 1.20 0.48
H 0.46 -0.41 -0.10
H 0.03 0.23 0.16
H -0.41 0.71 -0.51
H 0.22 -0.47 0.39
H -0.02 -0.36 0.62
C 0.18 0.49 1.14
C -0.19 0.46 -0.51
O -0.29 -0.21 -0.63
C -0.85 1.60 0.01
O -0.16 -0.54 0.13
O 0.87 -1.30 0.43
C 0.90 -0.55 -1.03
H -0.40 0.13 0.06
H 0.10 -0.76 -0.78
H -0.14 0.00 -0.38
H 1.02 0.25 0.37
H -0.30 -0.87 0.11
H -0.65 1.43 0.93
H -0.62 -0.29 0.53
H 0.53 -0.07 -0.50
C -0.62 0.45 1.07
C 0.00 -0.34 0.11
O 0.41 0.21 -1.31
C 0.35 0.49 0.50
O -0.64 -0.44 1.56
O 0.11 -0.46 -0.37
C -1.25 -0.65 -0.01
H 0.40 -0.33 -0.14
H 0.04 0.38 -0.57
H 0.14 -0.53 -0.01
H -0.56 0.48 -0.56
H 0.22 0.16 -0.11
H 0.72 0.60 -0.31
H 0.27 0.28 0.42
H 0.36 -0.12 -0.30
C -1.98 0.17 0.77
C 1.57 0.46 0.22
O -0.33 0.37 -0.06
C -0.57 -0.01 0.38
O -0.77 0.35 -0.05
O 0.84 -0.52 -0.03
C 0.67 -0.43 -0.10
H 0.96 -0.06 -0.24
H 0.10 -0.87 0.05
H 0.64 1.09 -0.02
H -0.97 -0.18 -0.52
H 0.00 -1.06 -0.14
H -0.15 -0.33 -0.22
H -0.65 0.07 -0.32
H 0.10 0.45 0.27
N 1.24 -0.17 -1.03
C -2.69 0.89 -1.61
C 0.58 0.55 1.19
C -1.58 0.46 2.48
C 0.83 -0.04 -0.26
C 2.68 -1.62 -0.29
H -0.28 -0.43 0.13
H 0.65 -0.19 -0.25
H 0.22 -0.32 -0.94
H -0.10 0.36 -0.21
H -1.55 0.58 0.74
N 1.84 -0.20 -0.91
C -1.77 -0.36 0.67
C 0.66 0.51 -1.16
C 0.03 -0.55 -1.34
C 0.08 -0.15 0.21
C -1.85 0.51 0.73
H 1.03 0.25 -0.13
H -0.44 -0.17 1.45
H 0.28 0.46 0.23
H 0.00 0.17 0.65
H 0.04 -0.34 -0.30
N 0.70 -0.69 1.42
C -0.51 0.43 -0.68
C 0.90 0.36 -0.69
C 1.30 -0.33 3.34
C -2.43 -0.50 -1.59
C -0.15 0.52 -0.66
H 0.14 -0.05 -0.16
H -0.86 -0.12 -0.10
H -0.04 -0.18 -0.07
H 1.31 0.33 0.42
H -0.40 0.14 -1.26
N -0.14 -1.69 0.23
C -0.92 0.68 -0.28
C 3.10 -0.52 1.40
C -1.71 -0.32 -1.08
C -0.18 0.35 0.58
C -0.87 2.68 -1.34
H 1.01 -0.89 0.25
H -0.40 0.23 -0.31
H 0.06 0.77 -0.01
H 0.67 0.07 0.10
H -0.28 -0.86 0.30